Molecular formula: CH6NO2
Method: DFT, ωB97M-V/def2-TZVPD

Element x y z (Å)
O: 2.0289 0.4654 0.6065
H: 2.4036 1.2530 0.9821
H: 2.6783 -0.1994 0.8155
H: -0.4427 -0.3467 1.2660
C: -1.2647 -0.1772 -0.4555
N: -0.1722 0.0874 -1.0958
O: -1.2784 -0.4935 0.7858
H: -2.2189 -0.0416 -0.9489
H: 0.7052 0.2342 -0.5861
H: -0.1435 0.0350 -2.1071

Force components x, y, z for each atom (eV/Å):
-0.652 -0.310 -0.182
0.122 0.896 0.214
0.382 -0.664 0.006
0.149 -0.234 -0.169
0.734 0.430 -0.246
-0.096 -0.207 -0.242
-0.606 0.518 0.568
-0.181 -0.697 -0.014
0.339 -0.266 0.012
-0.191 0.532 0.053

Values from the calculation:
Total energy   -246.68698 a.u.
Relative energy (zero: lowest compared OMol25 entry of this formula, charge and spin)   10.5 kcal/mol
Charge   +1
M   64.06 g mol⁻¹
Strongest force on any atom   0.98 eV Å⁻¹

Atomic partial charges in e from the Mulliken method, atoms 1 to 2:
1. O -0.6712
2. H 0.3204